# 1
18
Properties=species:S:1:pos:R:3:forces:R:3:lowdin_charge:R:1 method="wB97M-V/def2-TZVPD" e_above_lowest_kcal_mol=124.34 total_charge=+1 multiplicity=1 homo_energy_ev=-11.496
N -0.401 1.380 0.943 -0.6 0.4 0.1 0.1511
N 0.260 1.213 -2.148 1.0 -2.0 3.3 -0.0313
N -0.296 2.292 -1.695 -1.1 1.7 2.5 0.1329
N 0.541 0.239 -1.353 -0.7 1.8 -2.8 0.0754
N -0.402 0.405 1.526 0.2 0.5 0.9 -0.1075
C -0.137 -0.614 2.263 -0.4 0.5 -1.0 -0.1659
C 1.088 -0.922 -2.063 0.5 1.5 0.2 -0.0304
C -1.048 -1.380 3.124 2.3 -0.5 1.2 -0.0650
H -1.293 -2.284 2.615 -0.4 -0.9 0.1 0.0724
H -1.879 -0.857 3.419 -2.2 1.3 0.4 0.0489
H 2.076 -1.102 -1.703 0.6 -0.4 0.9 0.0884
H -0.504 -1.563 4.088 -0.4 -0.3 -0.9 0.1058
H 0.429 -1.720 -1.809 -0.3 -0.8 -0.3 0.0921
H -0.540 3.121 -2.229 0.5 -0.7 -0.7 0.1522
H -0.504 2.344 -0.635 0.5 -0.8 -1.8 0.1065
H 1.283 -0.713 -3.103 -0.6 -0.2 -0.7 0.0844
H 0.691 -1.096 1.836 1.4 -0.8 -0.2 0.1027
H 0.637 1.256 -3.077 -0.1 -0.2 -1.2 0.1873

=====

# 2
20
Properties=species:S:1:pos:R:3:forces:R:3:lowdin_charge:R:1 method="wB97M-V/def2-TZVPD" e_above_lowest_kcal_mol=36.03 multiplicity=1 homo_energy_ev=-9.310
O -0.292 -3.270 -0.203 -1.1 0.4 -0.3 0.1097
O -0.346 -1.879 1.644 -0.4 -0.6 0.7 0.0324
N -0.801 2.532 -0.727 -2.7 -1.3 0.5 -0.0150
N -0.051 0.297 -0.385 -1.4 -0.1 0.3 0.1194
N 1.263 1.986 -1.403 0.5 0.0 -0.6 0.0864
C 0.134 -2.868 0.831 2.1 0.7 0.7 -0.5736
C 0.059 1.485 -0.817 2.7 1.5 -1.3 -0.5564
C -2.178 2.320 -0.228 1.1 0.4 1.1 -0.0694
C 1.489 -3.371 1.361 0.2 -0.1 -2.3 -0.0048
H 0.645 -0.353 -0.733 0.2 0.4 0.0 0.0529
H -2.917 2.995 -0.628 0.1 0.2 -0.7 0.0703
H 2.185 -2.516 1.181 -0.4 -0.5 1.0 0.0943
H 1.452 -3.839 2.323 0.2 0.4 0.8 0.0666
H -0.537 3.484 -0.881 0.5 -0.1 -0.1 0.1225
H -2.147 2.540 0.834 -0.3 -0.1 0.4 0.0722
H -0.352 -0.924 1.457 -0.1 -0.5 -1.2 0.0835
H 1.200 2.833 -1.955 -0.5 0.1 0.3 0.0722
H 1.865 -4.130 0.640 -0.4 0.3 0.5 0.0827
H -2.492 1.292 -0.317 0.1 -0.3 -0.4 0.0732
H 1.821 1.386 -1.994 -0.2 -0.7 0.6 0.0809

=====

# 3
54
Properties=species:S:1:pos:R:3:forces:R:3:lowdin_charge:R:1 method="wB97M-V/def2-TZVPD" multiplicity=1 homo_energy_ev=-7.899
Sc -0.097 -0.488 -0.166 0.7 0.4 0.2 0.9319
S 0.643 1.893 0.695 0.1 -0.2 -0.4 0.6837
S -2.571 -1.562 0.422 -0.3 0.5 0.0 0.6128
F 2.093 4.549 0.249 0.0 0.0 0.0 0.0983
F 0.081 0.951 -2.033 0.1 -0.1 -0.1 -0.0179
F 2.717 5.676 -2.091 0.0 0.0 0.0 0.1286
F 2.056 4.479 -4.439 0.0 0.0 0.0 0.1229
F 0.737 2.075 -4.394 0.0 0.0 0.0 0.1196
O -3.403 -2.093 -0.619 0.0 -0.1 0.0 -0.2736
O -2.074 -0.160 0.081 -0.6 -0.2 -0.1 -0.4007
O 0.983 -1.179 1.282 -0.1 -0.2 0.5 -0.1759
O 0.016 -1.694 -1.901 0.0 0.1 -0.2 -0.0492
O 0.890 -1.689 3.471 0.1 -0.1 0.0 0.1049
N -1.286 -2.379 0.678 0.5 0.1 0.0 -0.2305
C -1.458 -2.457 -3.556 0.1 -0.2 0.1 -0.1503
C -4.499 -2.298 2.151 0.0 0.1 0.1 -0.0404
C 1.069 2.698 -0.806 -0.1 -0.1 0.3 -0.5407
C 0.467 -1.782 2.351 0.2 0.2 -0.4 -0.5855
C -4.949 -1.185 4.251 0.0 0.0 0.0 -0.2588
C 1.743 3.915 -0.869 0.1 0.1 0.0 -0.2352
C 1.742 3.902 -3.277 0.0 0.0 -0.1 -0.1418
C 1.076 2.690 -3.257 0.0 0.1 0.0 -0.1452
C -3.238 -0.328 2.771 0.0 0.0 0.0 -0.0333
C -2.183 -3.533 -4.069 -0.1 0.0 -0.1 -0.0088
C 0.769 2.142 -2.033 -0.2 -0.1 0.0 -0.2088
C -1.654 -1.171 -4.058 -0.1 0.0 -0.1 0.0149
C -0.504 -2.670 -2.461 -0.1 0.1 0.3 -0.3174
C -0.174 -4.037 -1.965 0.0 -0.1 -0.1 0.0136
C -3.512 -1.356 1.879 -0.1 -0.1 0.1 -0.2983
C -3.962 -0.251 3.950 0.0 0.0 0.0 -0.0179
C -5.210 -2.202 3.335 0.0 0.0 0.0 -0.0272
C -5.704 -1.117 5.548 0.0 0.0 0.0 -0.0446
C -2.573 -0.968 -5.071 0.0 0.0 0.0 -0.0476
C -3.299 -2.040 -5.574 -0.1 0.0 -0.1 -0.0568
C -3.109 -3.322 -5.077 0.1 0.0 0.1 -0.0576
C -0.742 -2.646 2.012 -0.3 -0.3 -0.1 -0.1536
C 2.073 4.511 -2.076 0.0 -0.1 0.0 -0.1391
H -2.039 -4.528 -3.673 0.0 0.0 0.0 0.1144
H -5.988 -2.924 3.549 0.0 0.0 0.0 0.1172
H -5.755 -0.097 5.928 0.0 0.0 0.0 0.0794
H -6.720 -1.495 5.436 0.0 0.0 0.0 0.0793
H -4.717 -3.081 1.439 0.0 0.0 0.0 0.1178
H -4.022 -1.875 -6.362 0.0 0.0 0.0 0.1099
H -1.067 -4.460 -1.500 0.0 0.0 0.0 0.1066
H -1.082 -0.343 -3.666 0.0 0.0 0.0 0.1070
H -3.679 -4.153 -5.469 0.0 0.0 0.0 0.1088
H 0.124 -4.688 -2.787 0.0 0.0 0.0 0.1005
H -2.728 0.026 -5.468 0.0 0.0 0.0 0.1123
H -2.482 0.414 2.547 0.0 0.0 0.0 0.1229
H -5.209 -1.725 6.309 0.0 0.0 0.0 0.0892
H -0.398 -3.682 2.049 0.0 0.0 0.0 0.1271
H -1.482 -2.542 2.808 0.0 0.0 0.0 0.1162
H -3.755 0.554 4.645 0.0 0.0 0.0 0.1206
H 0.616 -3.975 -1.223 0.0 0.0 0.0 0.0968

=====

# 4
75
Properties=species:S:1:pos:R:3:forces:R:3:lowdin_charge:R:1 method="wB97M-V/def2-TZVPD" e_above_lowest_kcal_mol=180.65 total_charge=+1 multiplicity=1 homo_energy_ev=-10.746
S -0.762 -2.458 -1.767 -9.0 -1.1 1.3 0.8791
P 1.502 1.568 1.288 0.6 0.5 0.3 0.9345
F 1.046 -4.158 -2.939 -2.1 4.6 -1.2 0.0301
F -0.698 -3.303 -4.348 3.8 1.3 4.2 0.0164
F 1.082 -1.812 -3.786 -2.0 -3.7 1.9 0.0172
O -1.765 -1.371 -2.230 4.7 -2.5 1.1 -0.3414
O -1.623 -3.707 -1.357 4.6 4.0 -1.4 -0.3227
N 2.214 -0.374 -1.166 0.4 -1.1 -2.0 -0.0010
C 1.024 0.544 -1.328 -1.1 3.5 0.5 -0.1407
C -3.787 -0.234 3.985 -0.4 1.2 -4.8 -0.0536
C -2.712 -3.697 -7.175 0.0 0.1 -0.1 -0.0939
C 0.207 0.826 0.107 -1.3 -0.9 -1.7 -0.5125
C -3.331 -3.922 -8.404 0.1 0.2 0.0 -0.0914
C 4.593 0.847 5.198 0.0 0.2 0.0 -0.1059
C -4.922 -0.949 3.032 2.9 3.1 -0.9 -0.0606
C -4.067 0.628 0.727 -0.1 -1.7 4.5 -0.0240
C -5.071 -0.502 1.430 2.8 1.5 2.2 -0.0408
C 5.681 2.346 6.750 -0.1 0.0 -0.2 -0.0833
C 0.275 -2.932 -3.253 0.4 -2.1 -4.0 -0.2921
C 5.533 3.394 5.841 -0.1 -0.2 0.0 -0.0859
C -2.244 -2.423 -6.852 -0.1 0.0 -0.2 -0.1027
C 1.875 -1.744 -0.605 -0.1 -2.1 1.7 -0.1033
C 4.922 3.167 4.608 0.0 -0.1 0.1 -0.0964
C -3.002 -1.603 -8.994 0.0 -0.1 0.1 -0.0955
C -2.897 1.334 1.685 -2.2 -2.5 1.1 -0.1476
C -2.809 0.907 3.264 -2.2 -1.6 -1.7 -0.0470
C 0.942 1.655 3.102 -0.1 0.4 2.1 -0.4176
C 4.451 1.894 4.287 0.1 0.0 0.2 -0.1224
C 0.941 0.216 3.908 -1.5 -0.2 -0.3 -0.1651
C 0.274 -1.916 -0.259 1.8 -0.3 1.5 -0.2555
C -1.896 2.436 0.936 -1.5 0.2 0.0 -0.1675
C -1.032 1.814 -0.304 0.3 0.3 -0.4 -0.1872
C 1.677 3.420 0.740 -0.7 0.1 -0.2 -0.2789
C -2.391 -1.375 -7.761 -0.1 -0.2 -0.1 -0.0973
C -3.473 -2.875 -9.315 0.1 0.0 0.2 -0.0917
C -0.388 -0.643 0.544 -1.2 -0.3 -0.4 -0.1189
C 5.213 1.073 6.427 0.0 0.1 -0.1 -0.0876
H 1.745 2.332 3.671 -1.6 -1.3 -1.6 0.0896
H -2.649 3.224 0.445 1.7 -1.7 1.0 0.1348
H -1.258 3.070 1.702 -1.2 -1.6 -1.6 0.0961
H 3.017 0.026 -0.627 -1.1 0.1 -0.1 0.1547
H 0.205 -2.842 0.492 0.0 1.8 -2.1 0.1721
H -4.223 0.897 -0.413 0.4 -0.6 2.7 0.0998
H 1.537 0.242 4.920 -1.0 -0.1 -2.3 0.0854
H 2.455 -1.843 0.420 -1.3 0.3 -2.0 0.1620
H 0.843 4.056 1.270 1.7 -1.0 -1.2 0.0596
H 0.296 0.240 -2.199 1.5 0.1 1.8 0.1489
H -1.551 -0.660 0.274 2.5 0.1 0.7 0.1274
H -0.093 2.162 3.299 2.0 -0.8 -0.6 0.0559
H 1.249 -0.665 3.188 -0.2 1.7 1.7 0.0567
H -2.019 1.409 3.983 -1.8 -1.0 -1.8 0.0692
H -1.764 -2.247 -5.893 -0.2 0.0 -0.3 0.0722
H 2.748 3.786 1.057 -2.2 -0.7 -0.8 0.0590
H -2.029 -0.383 -7.508 0.0 -0.1 0.0 0.0966
H 1.504 3.448 -0.440 0.6 0.2 2.6 0.0497
H -0.324 -0.885 1.686 0.0 0.5 -2.2 0.1168
H -3.610 -0.482 5.135 -0.6 0.5 -2.9 0.0961
H 3.973 1.718 3.327 0.1 0.0 0.1 0.0668
H -5.612 -1.752 3.534 1.4 1.8 -1.3 0.0844
H -0.201 0.008 4.189 2.5 0.3 -0.6 0.0673
H -3.112 -0.787 -9.704 0.0 -0.1 0.1 0.1015
H 4.813 3.982 3.898 0.0 -0.1 0.1 0.0984
H 6.160 2.522 7.709 -0.1 0.0 -0.2 0.1064
H -5.923 -1.040 0.819 2.0 1.3 1.3 0.0875
H 5.895 4.387 6.094 0.0 -0.1 0.0 0.1052
H -1.730 1.219 -1.036 1.2 1.1 1.4 0.1184
H -3.701 -4.913 -8.652 0.1 0.1 0.0 0.1023
H -3.952 -3.052 -10.275 0.1 0.0 0.1 0.1028
H 2.589 -0.549 -2.147 -0.5 0.4 1.4 0.1870
H 2.296 -2.626 -1.290 -1.0 2.2 1.3 0.1574
H -0.575 2.716 -0.931 -1.0 -1.8 1.4 0.1230
H 4.223 -0.143 4.949 0.1 0.1 0.0 0.0953
H 5.330 0.255 7.134 0.0 0.1 -0.1 0.1048
H -2.594 -4.514 -6.468 0.0 0.1 -0.1 0.0992
H 1.462 1.612 -1.631 -0.8 -2.4 0.5 0.1448